(1)
This record from OMol25 describes a molecular structure, C15H38BrGeIN4PtSSi3 in a non-equilibrium geometry. The level of theory is the ωB97M-V functional and the def2-TZVPD basis.

Structure (XYZ):
```
65
Properties=species:S:1:pos:R:3
Pt -0.32 0.02 -1.62
Br 1.90 -0.21 -2.51
I -4.33 -4.45 -3.25
C -3.41 -2.61 -3.06
C -3.60 -1.50 -3.85
N -2.80 -0.53 -3.37
N -2.10 -0.96 -2.30
C -2.46 -2.23 -2.12
H -4.24 -1.34 -4.70
H -2.70 0.41 -3.71
H -2.04 -2.82 -1.32
C 2.23 1.88 0.98
Si 0.76 1.38 1.97
C 0.99 1.06 3.76
C -0.83 2.23 1.55
Ge 0.26 -0.94 0.58
Si 2.55 -2.51 1.01
C 2.11 -3.96 -0.01
C 3.93 -1.47 0.41
C 2.35 -2.69 2.83
Si -1.86 -2.31 1.74
C -3.11 -1.10 1.09
C -1.59 -2.29 3.55
C -1.79 -3.96 0.91
H 2.34 2.97 1.03
H 2.15 1.59 -0.07
H 3.15 1.45 1.39
H 1.10 2.03 4.25
H 1.89 0.48 3.99
H 0.13 0.56 4.22
H -0.69 3.31 1.65
H -1.63 1.92 2.22
H -1.15 2.03 0.52
H 1.78 -3.69 -1.02
H 1.36 -4.59 0.46
H 3.03 -4.56 -0.12
H 3.72 -1.02 -0.56
H 4.80 -2.12 0.29
H 4.20 -0.69 1.12
H 1.49 -3.32 3.08
H 2.26 -1.74 3.35
H 3.25 -3.20 3.21
H -3.37 -0.37 1.86
H -4.02 -1.63 0.80
H -2.75 -0.56 0.21
H -1.33 -1.30 3.93
H -0.83 -3.00 3.87
H -2.54 -2.59 4.02
H -1.03 -4.02 0.12
H -2.76 -4.19 0.46
H -1.57 -4.74 1.65
C -0.24 5.95 -2.47
N -0.83 4.60 -2.35
C -0.25 3.42 -2.34
S -1.38 2.06 -2.25
N 1.05 3.18 -2.37
C 2.18 4.09 -2.58
H -0.97 6.66 -2.08
H -0.04 6.20 -3.51
H 0.66 6.03 -1.88
H -1.84 4.58 -2.37
H 1.28 2.19 -2.39
H 1.99 4.78 -3.40
H 3.05 3.49 -2.84
H 2.41 4.66 -1.68
```

As for the relative energy (zero: lowest compared OMol25 entry of this formula, charge and spin): 144.6 kJ/mol. The net charge is +3. As for the multiplicity: 2. The HOMO energy (alpha / beta) is -16.047 / -16.046 eV. The value obtained for the LUMO energy (alpha / beta) is -11.914 / -11.661 eV.

Results of the natural (NBO) charge analysis, in e, for atoms 1 through 5:
1. Pt 0.603
2. Br -0.319
3. I 0.318
4. C -0.296
5. C 0.010

---

(2)
This record from OMol25 describes 2 unconnected molecules or ions with the total composition C20H26NO4PS. The level of theory is the ωB97M-V functional and the def2-TZVPD basis.

Structure (XYZ):
```
53
Properties=species:S:1:pos:R:3
C -2.01 3.94 -1.79
C -0.72 3.35 -1.28
C 0.22 4.09 -0.57
C -0.02 5.55 -0.24
C -0.97 5.74 0.96
C -1.65 7.11 0.93
C -0.26 5.47 2.29
C 1.37 3.47 -0.11
C 1.62 2.13 -0.34
C 0.71 1.38 -1.05
C -0.46 1.99 -1.51
S -1.62 0.98 -2.39
C -1.43 -0.49 -1.44
C -2.52 -1.30 -1.15
C -2.33 -2.44 -0.39
C -1.07 -2.77 0.09
P -0.81 -4.26 1.05
O -0.54 -5.47 0.29
O 0.39 -3.90 2.05
O -2.12 -4.39 1.97
C 0.02 -1.95 -0.21
C -0.16 -0.82 -0.98
N 0.97 0.00 -1.33
H -2.02 5.03 -1.72
H -2.15 3.69 -2.85
H -2.86 3.53 -1.25
H 0.95 6.00 0.00
H -0.41 6.08 -1.10
H -1.75 4.98 0.85
H -0.94 7.91 1.13
H -2.41 7.16 1.71
H -2.14 7.28 -0.02
H 0.75 5.88 2.29
H -0.82 5.89 3.12
H -0.17 4.40 2.47
H 2.10 4.05 0.45
H 2.53 1.66 0.02
H -3.51 -1.04 -1.50
H -3.18 -3.09 -0.18
H 0.29 -3.03 2.46
H -2.40 -3.55 2.34
H 1.02 -2.19 0.14
H 1.12 -0.10 -2.33
C 2.02 -7.04 -0.58
C 3.06 -8.13 -0.62
O 3.30 -8.76 -1.62
C 3.79 -8.39 0.68
H 1.56 -6.94 -1.56
H 1.25 -7.26 0.15
H 2.48 -6.09 -0.30
H 3.09 -8.67 1.46
H 4.31 -7.49 1.00
H 4.52 -9.19 0.53
```

The SMILES is Cc1c(CC(C)C)ccc2c1Sc1ccc(P(=O)(O)O)cc1N2.CC(C)=O. As for the multiplicity: 1. The HOMO energy is -8.680 eV. The value obtained for the LUMO energy is 0.145 eV.

Results of the natural (NBO) charge analysis, in e, for atoms 1 through 5:
1. C -0.647
2. C -0.046
3. C -0.002
4. C -0.421
5. C -0.208

---

(3)
This record from OMol25 describes a single C3H4ClN3S molecule in a non-equilibrium geometry. The level of theory is the ωB97M-V functional and the def2-TZVPD basis.

Structure (XYZ):
```
12
Properties=species:S:1:pos:R:3
C 1.44 -0.24 -0.03
C -0.55 0.41 0.23
C -2.10 0.16 0.54
H 2.56 -2.25 0.14
H -2.29 -0.31 1.48
H -2.59 1.11 0.27
H 1.87 1.40 -1.20
N 0.36 -0.55 0.64
N -0.11 1.32 -0.53
N 1.30 0.94 -0.61
S 2.96 -0.96 -0.30
Cl -2.86 -1.02 -0.65
```

As for the relative energy (zero: lowest compared OMol25 entry of this formula, charge and spin): 120.0 kJ/mol. The SMILES is Sc1nc(CCl)n[nH]1. As for the multiplicity: 1. The HOMO energy is -9.626 eV. The value obtained for the LUMO energy is 0.515 eV.

Results of the natural (NBO) charge analysis, in e, for atoms 1 through 5:
1. C 0.213
2. C 0.312
3. C -0.369
4. H 0.184
5. H 0.240

---

Question: What is the multiplicity in the first record?
Answer: 2